# 1
This record from the Open Molecules 2025 dataset describes a structure of composition C6H6S3 in a non-equilibrium geometry. The level of theory is ωB97M-V/def2-TZVPD.

Each line ends with the natural charge from an NBO analysis.
Positions of all 15 atoms, in Å:
C 1.836 0.097 2.038  -0.415
C 0.467 -0.540 0.284  -0.014
C 1.084 0.477 0.853  -0.331
C -0.414 -0.466 -0.917  -0.303
C -0.740 0.742 -1.680  -0.401
C -1.787 0.081 -0.870  -0.397
H 1.303 1.285 0.185  0.247
H -0.406 -1.399 -1.484  0.224
H -0.359 1.595 -1.252  0.211
H -0.696 0.798 -2.695  0.230
H -2.810 -0.463 -1.233  0.229
H -1.906 0.291 0.177  0.222
S 2.960 0.937 2.798  -0.004
S 1.292 -1.288 2.690  0.343
S 0.176 -2.147 1.106  0.157

Properties
Relative energy (zero: lowest compared OMol25 entry of this formula, charge and spin), eV: 0.959
LUMO, eV: -0.5
Electronic energy, eV: -38822.289

---

# 2
This record from the Open Molecules 2025 dataset describes a cluster of 3 separate species, C2H11N3O2 in total in a non-equilibrium geometry. The level of theory is ωB97M-V/def2-TZVPD.

Each line ends with the natural charge from an NBO analysis.
Positions of all 18 atoms, in Å:
C 1.267 1.341 -1.046  -0.404
N 0.232 0.460 -1.547  -0.618
C -1.069 0.644 -1.164  0.585
N -1.940 -0.278 -1.739  -0.852
N -1.424 1.652 -0.456  -0.807
H 2.136 1.262 -1.705  0.192
H 0.893 2.348 -0.985  0.234
H 1.609 0.982 -0.079  0.182
H 0.449 -0.394 -2.019  0.382
H -2.918 -0.200 -1.525  0.388
H -1.661 -1.190 -2.045  0.385
H -2.434 1.730 -0.427  0.333
H 2.087 1.826 4.756  0.474
H 3.238 1.095 5.516  0.470
O 2.442 1.618 5.626  -0.944
H 0.318 -4.928 -0.151  0.470
H 0.092 -4.554 -1.591  0.464
O -0.310 -4.443 -0.722  -0.934

Properties
SMILES string: [H]/N=C(\N)NC.O.O
Relative energy (zero: lowest compared OMol25 entry of this formula, charge and spin), eV: 0.759
LUMO, eV: 0.5
Electronic energy, eV: -10817.616

---

# 3
This record from the Open Molecules 2025 dataset describes an isolated molecule of C2H2OS2 in a non-equilibrium geometry. The level of theory is ωB97M-V/def2-TZVPD.

Each line ends with the natural charge from an NBO analysis.
Positions of all 7 atoms, in Å:
C -0.927 0.031 0.425  0.381
C 0.217 -0.081 -0.496  -0.473
O -2.066 0.034 0.054  -0.490
S 1.768 1.014 0.033  0.049
S 1.625 -1.036 0.056  0.151
H -0.643 0.093 1.490  0.127
H 0.027 -0.055 -1.564  0.255

Properties
SMILES string: O=CC1SS1
Relative energy (zero: lowest compared OMol25 entry of this formula, charge and spin), eV: 0.590
LUMO, eV: -0.4
Electronic energy, eV: -25823.152

---

# 4
This record from the Open Molecules 2025 dataset describes a cluster of 2 separate species, C9H23NSi2 in total in a non-equilibrium geometry. The level of theory is ωB97M-V/def2-TZVPD.

Each line ends with the natural charge from an NBO analysis.
Positions of all 35 atoms, in Å:
C 0.054 1.121 -1.891  -1.327
C 0.677 0.214 3.322  -0.615
C 4.051 0.731 0.302  -0.615
C -1.420 -2.445 -1.900  -0.610
C -3.764 1.447 -0.342  -0.617
C 1.413 0.775 2.107  -0.986
C 2.949 -0.167 -0.340  -0.952
C -2.353 -1.208 -2.073  -0.853
C -2.465 0.858 0.238  -0.851
N 0.573 -1.838 0.856  -1.397
Si 1.505 -0.532 0.821  1.896
Si -1.351 0.329 -1.300  1.593
H 0.491 2.031 -1.276  0.254
H 0.712 0.694 -2.634  0.236
H -0.223 0.664 3.519  0.211
H 0.430 -0.857 3.131  0.235
H 1.265 0.192 4.163  0.204
H 4.978 0.498 -0.248  0.210
H 3.916 1.789 0.025  0.216
H 4.190 0.451 1.379  0.207
H -0.527 -2.222 -2.430  0.202
H -1.042 -2.611 -0.952  0.222
H -2.007 -3.257 -2.156  0.205
H -4.043 2.271 0.358  0.220
H -3.723 1.712 -1.378  0.200
H -4.468 0.678 -0.507  0.210
H 2.504 0.961 2.336  0.248
H 1.213 1.869 1.878  0.266
H 3.533 -1.075 -0.461  0.239
H 2.500 0.128 -1.383  0.264
H -3.358 -1.553 -1.827  0.238
H -2.377 -0.800 -3.101  0.220
H -2.858 0.051 0.818  0.249
H -1.839 1.621 0.666  0.220
H 0.864 -2.522 0.280  0.355

Properties
SMILES string: C=[Si](CC)CC.CC[Si](=N)CC
Relative energy (zero: lowest compared OMol25 entry of this formula, charge and spin), eV: 6.209
LUMO, eV: 0.7
Electronic energy, eV: -26947.183